This record from the Open Molecules 2025 dataset describes C5H10 in the gas phase. The level of theory is ωB97M-V/def2-TZVPD.

As for the structure (SMILES): CCC1CC1. The HOMO energy comes out at -0.3635 Ha. As for the energy relative to the best compared isomer or geometry (same formula, charge and spin): 116.8 kJ/mol.

ORCA input file:
```
! wB97M-V def2-TZVPD RIJCOSX def2/J DEFGRID3
* xyz 0 1
C -1.93119 -0.67635 0.32887
C -0.88758 0.14946 -0.44372
C 0.35661 0.45255 0.32579
C 1.56640 -0.45668 0.14423
C 1.60526 0.94954 -0.35804
H -2.79196 -0.91008 -0.35877
H -2.38251 -0.02170 1.17384
H -1.47112 -1.59750 0.77500
H -0.57935 -0.30443 -1.42755
H -1.36357 1.10394 -0.71975
H 0.30478 0.75592 1.39139
H 1.53776 -1.21848 -0.58513
H 2.13594 -0.73751 1.03239
H 2.30073 1.60358 0.15124
H 1.59981 0.90774 -1.42981
*
```

=====

This record from the Open Molecules 2025 dataset describes C4H5NOS in the gas phase. The level of theory is ωB97M-V/def2-TZVPD.

As for the structure (SMILES): C=C1NC(=S)CO1. The HOMO energy comes out at -0.3152 Ha. As for the energy relative to the best compared isomer or geometry (same formula, charge and spin): 112.0 kJ/mol.

ORCA input file:
```
! wB97M-V def2-TZVPD RIJCOSX def2/J DEFGRID3
* xyz 0 1
C -2.24380 1.60614 0.42625
C -1.30572 0.64716 0.39016
N -0.30819 0.64865 -0.58183
C 0.62466 -0.34282 -0.29740
S 2.08041 -0.55194 -1.07467
C 0.11962 -1.01273 0.96943
O -1.18986 -0.42575 1.23230
H -2.97971 1.50571 1.26141
H -2.41035 2.39392 -0.24761
H -0.08847 1.32005 -1.34733
H -0.02298 -2.14525 0.92099
H 0.72257 -0.76434 1.89095
*
```

=====

This record from the Open Molecules 2025 dataset describes a 2-piece molecular cluster, BrFH2Si overall. The level of theory is ωB97M-V/def2-TZVPD.

The HOMO energy (spin up / spin down) comes out at -0.3076 / -0.3090 Ha. As for the energy relative to the best compared isomer or geometry (same formula, charge and spin): 654.5 kJ/mol.

ORCA input file:
```
! wB97M-V def2-TZVPD RIJCOSX def2/J DEFGRID3
* xyz 0 1
F 2.15050 2.02856 0.00114
Si -0.35391 -0.38171 -0.08887
Br -2.48503 -0.90991 -0.07212
H 0.45013 0.82487 0.14875
H 0.23830 -1.56180 0.01111
*
```

=====

This record from the Open Molecules 2025 dataset describes a 2-piece molecular cluster, C3H11O overall. The level of theory is ωB97M-V/def2-TZVPD.

The HOMO energy comes out at -0.5587 Ha. As for the energy relative to the best compared isomer or geometry (same formula, charge and spin): 54.5 kJ/mol.

ORCA input file:
```
! wB97M-V def2-TZVPD RIJCOSX def2/J DEFGRID3
* xyz 1 1
O -1.33832 -0.68759 -1.89495
H -2.19883 -0.26732 -2.05626
H -0.68756 -0.62182 -2.61951
H -0.80309 -0.57388 -1.06930
C -0.31000 1.28094 0.85041
C 0.56366 0.04408 1.23710
C 1.16057 -0.75150 0.06608
H 0.20236 1.82349 0.05545
H -0.67405 1.81246 1.72435
H -1.25411 0.92336 0.42575
H -0.08774 -0.64008 1.78611
H 1.21325 0.40044 2.02804
H 2.23730 -0.72884 0.25373
H 0.89194 -1.80739 0.09971
H 1.08461 -0.20636 -0.88671
*
```

=====

This record from the Open Molecules 2025 dataset describes a 5-piece molecular cluster, C3H16O4S overall. The level of theory is ωB97M-V/def2-TZVPD.

As for the structure (SMILES): CCCS.O.O.O.O. The HOMO energy comes out at -0.3567 Ha. As for the energy relative to the best compared isomer or geometry (same formula, charge and spin): 107.6 kJ/mol.

ORCA input file:
```
! wB97M-V def2-TZVPD RIJCOSX def2/J DEFGRID3
* xyz 0 1
C 2.29637 0.07233 0.13092
C 1.01708 0.04535 -0.73176
C 1.15209 -0.78242 -1.97580
S -0.44219 -0.85468 -2.91273
H 2.42634 0.71879 1.01815
H 2.39136 -0.92989 0.57534
H 3.16014 0.36553 -0.47393
H 0.83096 1.08448 -1.04222
H 0.09119 -0.18064 -0.23173
H 1.80118 -0.36872 -2.72505
H 1.39451 -1.82324 -1.71091
H -0.06506 0.11544 -3.67217
O -1.03966 -2.58340 0.03611
H -1.93941 -2.45316 -0.30386
H -0.59062 -2.32575 -0.79316
O -2.19854 1.48229 1.20155
H -2.95894 1.39919 0.61856
H -2.02647 0.52170 1.44510
O -0.27012 3.12228 2.12597
H -0.21827 3.63390 1.30829
H -1.01757 2.52281 1.91437
O -1.67447 -0.88278 2.18715
H -1.23794 -1.51644 1.56081
H -0.88196 -0.38297 2.45100
*
```

=====

This record from the Open Molecules 2025 dataset describes C26H46Cl2O2P2V as an isolated structure. The level of theory is ωB97M-V/def2-TZVPD.

The HOMO energy (spin up / spin down) comes out at -0.5204 / -0.5218 Ha. Its expectation value of S² is 0.852.

ORCA input file:
```
! wB97M-V def2-TZVPD RIJCOSX def2/J DEFGRID3
* xyz 2 2
V -0.57942 0.10778 -0.03340
C -1.99867 1.62876 0.13374
C -2.39416 0.71194 -0.89117
C -2.24261 -0.48220 1.09015
C -1.93362 0.89284 1.36568
C -2.54544 -0.58406 -0.30550
C -1.76757 3.09440 -0.03373
H -1.34752 3.31266 -1.02416
H -1.07434 3.47498 0.72652
H -2.71284 3.64745 0.06225
C -1.73828 1.44782 2.73319
H -1.48850 2.51027 2.69266
H -0.92481 0.91205 3.22849
H -2.63945 1.32042 3.35079
C -2.28788 -1.58236 2.08799
H -3.31760 -1.77225 2.42423
H -1.66373 -1.32686 2.95288
H -1.89288 -2.51128 1.65704
C -3.07287 -1.79607 -0.98890
H -4.17415 -1.80379 -0.94922
H -2.71744 -2.70554 -0.49558
H -2.77223 -1.81958 -2.04237
C -2.78645 1.07757 -2.27424
H -3.78087 1.56136 -2.26877
H -2.85133 0.18832 -2.90526
H -2.07129 1.77787 -2.71670
C 1.61350 0.49354 -3.28860
C 0.58622 1.34245 -3.44135
C -0.07184 1.57187 -4.77008
C -0.95954 0.42663 -5.36769
C -1.07665 -0.88450 -4.62655
C -0.03323 -1.70777 -4.49176
C 1.31692 -1.38779 -5.09884
C 2.19470 -0.27597 -4.44473
H 0.68614 1.81006 -5.53794
H -0.55908 0.23704 -6.37881
H -0.70167 2.47240 -4.67991
H 2.47806 0.41584 -5.25780
H 2.12634 0.37927 -2.32635
H 0.23615 1.97443 -2.61562
H 3.13472 -0.73924 -4.10616
H 1.90782 -2.31790 -5.09041
H -0.12401 -2.68728 -4.01726
H 1.18934 -1.10097 -6.15648
H -1.97537 0.83371 -5.49663
H -2.08157 -1.16491 -4.29882
P 1.64971 1.79921 0.58046
C 1.44743 2.62955 2.21731
H 2.35040 3.20898 2.45909
H 1.30181 1.85521 2.98210
H 0.57332 3.28961 2.21850
C 3.35891 1.15981 0.81082
H 3.99776 1.96080 1.21111
H 3.76691 0.82395 -0.14977
H 3.36362 0.32068 1.52760
C 1.94610 3.26280 -0.50489
H 2.36513 2.93398 -1.46362
H 2.63753 3.97292 -0.03005
H 0.99906 3.77631 -0.71111
P 0.95698 -2.41826 -0.10658
C -0.14544 -3.68443 -0.87069
H 0.43005 -4.53405 -1.26622
H -0.71860 -3.22639 -1.68808
H -0.86207 -4.04968 -0.11696
C 2.51411 -2.58751 -1.08602
H 2.29426 -2.62340 -2.16317
H 3.06580 -3.49658 -0.79717
H 3.15549 -1.71781 -0.88757
C 1.47316 -3.34329 1.39874
H 1.78748 -4.37204 1.16602
H 0.63580 -3.37390 2.10383
H 2.29604 -2.81342 1.89851
Cl 0.27248 0.07337 5.61476
C 1.16882 -1.25036 4.83034
Cl 0.16355 -2.72354 4.64526
C 1.69476 -0.78468 3.43343
O 2.94312 -0.82866 3.34238
O 0.84680 -0.44668 2.54444
H 2.04740 -1.49980 5.43135
*
```

=====

This record from the Open Molecules 2025 dataset describes C4H8O3 as an isolated structure. The level of theory is ωB97M-V/def2-TZVPD.

The HOMO energy comes out at -0.3781 Ha. As for the energy relative to the best compared isomer or geometry (same formula, charge and spin): 340.1 kJ/mol.

ORCA input file:
```
! wB97M-V def2-TZVPD RIJCOSX def2/J DEFGRID3
* xyz 0 1
O 1.64905 -0.94269 -0.88500
C 1.63941 0.23554 -0.12203
C 0.49889 0.34006 0.85683
C -0.79772 0.55390 0.11100
O -1.13383 1.65475 -0.27841
C -1.63230 -0.66327 -0.21246
O -2.79480 -0.32226 -0.89978
H 2.49706 -0.85049 -0.24011
H 1.83445 1.12897 -0.71188
H 2.65338 0.12472 0.56284
H 0.70643 1.20586 1.48844
H 0.46319 -0.57638 1.45842
H -0.97820 -1.33739 -0.79335
H -1.87072 -1.18569 0.72784
H -2.73428 0.63437 -1.06234
*
```

=====

This record from the Open Molecules 2025 dataset describes C3H4NPS in the gas phase. The level of theory is ωB97M-V/def2-TZVPD.

The HOMO energy (spin up / spin down) comes out at -0.2381 / -0.2955 Ha. As for the energy relative to the best compared isomer or geometry (same formula, charge and spin): 71.0 kJ/mol. Its expectation value of S² is 2.031.

ORCA input file:
```
! wB97M-V def2-TZVPD RIJCOSX def2/J DEFGRID3
* xyz 0 3
C -2.09223 0.98238 -0.17921
C 0.21770 -0.39068 0.02278
C 1.72787 -0.51324 0.07343
N -0.59431 -1.31633 0.09934
P -2.89451 -0.45289 0.13387
S -0.38960 1.32274 -0.21201
H -2.36052 2.06132 -0.20690
H 2.22748 0.45105 -0.18726
H 2.08722 -1.24173 -0.66702
H 2.07090 -0.90261 1.12297
*
```